Below is a cluster of 2 separate species, C2H8N5O5P in total at a distorted geometry, with properties calculated with ωB97M-V/def2-TZVPD.

```
21
Properties=species:S:1:pos:R:3
C -3.769 0.605 -0.097
C 4.062 0.173 0.115
N -4.857 -0.105 -0.347
N 4.596 1.010 0.914
N -2.301 -1.519 0.251
N -3.709 1.901 -0.046
N 4.832 -0.702 -0.538
O -1.138 -1.703 0.235
O -3.211 -2.162 0.527
O 2.111 -2.178 -0.981
O -2.586 0.006 -0.066
O 2.775 0.126 0.107
P 1.535 -0.981 -0.477
H -5.749 0.434 -0.285
H -5.088 -1.105 -0.205
H 5.502 1.236 0.961
H 4.024 1.673 1.545
H -4.443 2.565 -0.018
H -2.863 2.353 0.308
H 5.743 -0.384 -0.595
H 4.532 -1.243 -1.307
```

Computed properties:
* energy relative to the best compared isomer or geometry (same formula, charge and spin): 0.000 eV
* total charge: +2
* Kohn-Sham gap: 10.6 eV
* E_HOMO: -17.91 eV
* spin multiplicity: 1
* E_tot: -1071.6767 a.u.
* max |F|: 6.1 eV Å⁻¹